# 1
11 unconnected molecules or ions with the total composition C34H76F14N11O32S14 in a non-equilibrium geometry. Source: the Open Molecules 2025 dataset; level of theory: ωB97M-V with the def2-TZVPD basis set.

Structure (XYZ):
```
181
Properties=species:S:1:pos:R:3:lowdin_charge:R:1
C -4.836 6.859 -0.503 0.009
C -3.500 6.120 -0.096 -0.415
C -3.657 5.710 1.363 -0.135
C -4.504 4.471 1.629 -0.143
C -3.959 3.267 0.823 -0.088
C -4.073 3.526 -0.756 -0.378
N -3.305 4.868 -0.960 0.170
O -2.827 5.067 -2.259 0.123
C -5.550 3.591 -1.125 0.007
C -3.253 2.420 -1.483 -0.007
C -2.273 7.065 -0.232 -0.003
H -4.904 7.763 0.102 0.095
H -5.740 6.256 -0.418 0.073
H -4.753 7.302 -1.496 0.085
H -4.013 6.585 1.908 0.128
H -2.685 5.522 1.819 0.124
H -5.570 4.511 1.404 0.107
H -4.486 4.165 2.675 0.122
H -4.447 2.342 1.132 0.108
H -2.925 2.991 1.029 0.114
H -6.200 4.249 -0.549 0.072
H -5.984 2.609 -0.939 0.101
H -5.631 3.783 -2.195 0.095
H -3.573 2.438 -2.524 0.082
H -3.497 1.398 -1.193 0.101
H -2.198 2.674 -1.378 0.042
H -1.417 6.437 0.016 0.068
H -2.231 7.914 0.450 0.102
H -2.221 7.456 -1.248 0.084
C 1.568 4.719 -7.687 0.003
C 1.239 3.445 -6.766 -0.410
C -0.253 3.132 -6.844 -0.125
C -0.650 1.762 -6.230 -0.186
C -0.057 0.640 -6.955 -0.135
C 1.463 0.774 -7.074 -0.391
N 1.948 2.215 -7.355 0.159
O 3.331 2.360 -7.610 0.144
C 1.947 -0.119 -8.190 -0.033
C 2.178 0.231 -5.749 0.041
C 1.673 3.654 -5.294 0.020
H 1.049 4.656 -8.644 0.078
H 2.637 4.865 -7.842 0.082
H 1.127 5.602 -7.224 0.089
H -0.532 3.076 -7.896 0.121
H -0.721 3.992 -6.365 0.137
H -1.738 1.707 -6.264 0.129
H -0.399 1.845 -5.173 0.107
H -0.520 0.544 -7.937 0.138
H -0.180 -0.170 -6.236 0.132
H 1.534 -0.039 -9.195 0.093
H 1.738 -1.172 -8.002 0.094
H 3.022 0.005 -8.327 0.092
H 1.953 -0.814 -5.537 0.084
H 1.906 0.758 -4.835 0.078
H 3.263 0.327 -5.800 0.109
H 2.693 3.288 -5.175 0.104
H 1.075 3.049 -4.613 0.062
H 1.613 4.684 -4.943 0.111
C 1.834 -3.602 7.811 -0.060
C 2.677 -3.218 6.613 -0.197
N 1.972 -3.188 5.280 -0.190
C 2.992 -2.647 4.170 0.067
C 1.457 -4.666 4.979 -0.091
C 0.899 -4.737 3.502 -0.047
C 0.632 -2.313 5.288 -0.038
C 0.773 -0.865 5.896 -0.140
O 1.886 -0.159 5.313 -0.205
C 1.585 0.443 4.027 -0.073
H 2.147 -4.626 8.016 0.079
H 0.758 -3.552 7.641 0.073
H 2.084 -3.035 8.708 0.081
H 3.569 -3.842 6.562 0.129
H 3.103 -2.230 6.783 0.121
H 3.723 -3.455 4.120 0.099
H 3.436 -1.766 4.632 0.078
H 2.412 -2.444 3.269 0.089
H 0.637 -4.895 5.660 0.081
H 2.301 -5.341 5.123 0.125
H 0.397 -3.817 3.204 0.045
H 0.179 -5.548 3.392 0.076
H 1.678 -4.742 2.739 0.073
H -0.141 -2.882 5.804 0.091
H 0.243 -2.243 4.272 0.110
H 0.861 -0.873 6.982 0.118
H -0.056 -0.224 5.599 0.124
H 0.663 1.016 3.937 0.075
H 1.484 -0.193 3.148 0.064
H 2.481 1.043 3.865 0.088
C -0.933 -1.046 -2.966 -0.085
C -0.178 -1.855 -2.000 -0.146
N 0.764 -1.061 -0.980 -0.163
C 1.570 -2.239 -0.364 0.043
C 1.662 -0.046 -1.723 -0.148
C 2.838 0.569 -0.917 -0.045
C 0.052 -0.231 0.186 -0.025
C -1.307 -0.803 0.709 -0.169
O -1.040 -2.101 1.242 -0.221
C -2.175 -2.865 1.550 -0.059
H -1.194 -0.033 -2.662 0.074
H -1.836 -1.535 -3.331 0.098
H -0.343 -0.805 -3.851 0.050
H 0.308 -2.715 -2.462 0.129
H -0.982 -2.298 -1.412 0.113
H 2.322 -2.541 -1.093 0.116
H 0.813 -3.005 -0.193 0.091
H 2.021 -2.011 0.601 0.100
H 1.048 0.798 -2.039 0.093
H 2.003 -0.664 -2.554 0.117
H 2.548 0.813 0.105 0.071
H 3.160 1.511 -1.362 0.064
H 3.646 -0.162 -0.918 0.050
H 0.085 0.820 -0.102 0.084
H 0.743 -0.305 1.026 0.103
H -2.083 -0.787 -0.056 0.114
H -1.689 -0.087 1.437 0.125
H -2.737 -3.062 0.637 0.092
H -2.712 -2.199 2.225 0.084
H -1.861 -3.756 2.093 0.085
N 7.788 -0.186 -2.363 -0.246
S 8.569 0.498 -1.360 0.378
O 8.613 0.086 0.030 -0.284
O 8.732 1.935 -1.632 -0.337
F 10.029 -0.166 -1.818 -0.270
S 6.336 0.132 -1.502 0.571
O 5.939 1.521 -1.392 -0.266
O 5.956 -0.877 -0.513 -0.291
F 5.373 -0.404 -2.630 -0.214
N 5.851 -1.002 3.815 -0.259
S 5.652 0.014 2.770 0.380
O 4.549 -0.100 1.802 -0.325
O 6.698 0.898 2.287 -0.265
F 4.922 1.022 3.807 -0.243
S 6.606 -2.119 2.761 0.626
O 8.061 -1.997 2.567 -0.279
O 5.822 -2.808 1.712 -0.295
F 6.566 -3.272 3.928 -0.266
N -6.307 -0.306 3.920 -0.207
S -5.717 -1.601 4.622 0.435
O -5.680 -1.663 6.074 -0.301
O -4.782 -2.466 3.865 -0.307
F -7.131 -2.352 4.374 -0.239
S -4.836 0.524 4.466 0.559
O -3.557 0.358 3.765 -0.316
O -4.905 1.087 5.783 -0.291
F -5.399 1.740 3.582 -0.266
N 4.277 -4.310 -5.991 -0.241
S 4.435 -5.581 -5.258 0.403
O 4.114 -6.783 -6.046 -0.322
O 4.354 -5.601 -3.804 -0.275
F 6.040 -5.559 -5.478 -0.231
S 2.698 -4.191 -5.527 0.547
O 2.317 -3.225 -4.512 -0.317
O 1.853 -5.374 -5.578 -0.276
F 2.349 -3.291 -6.820 -0.241
N -1.635 -5.211 6.774 -0.284
S -2.624 -4.973 5.680 0.407
O -4.019 -4.916 6.138 -0.278
O -2.178 -5.453 4.374 -0.308
F -2.308 -3.432 5.592 -0.198
S -1.696 -6.907 6.743 0.542
O -0.668 -7.582 5.994 -0.301
O -3.048 -7.464 6.759 -0.293
F -1.171 -7.112 8.199 -0.193
N -7.659 -0.706 1.293 -0.189
S -6.340 -0.784 0.424 0.422
O -6.276 -0.045 -0.836 -0.337
O -5.273 -1.678 0.796 -0.263
F -5.790 0.496 1.269 -0.293
S -8.170 -2.005 0.325 0.557
O -7.605 -3.316 0.740 -0.294
O -8.528 -1.730 -1.075 -0.318
F -9.582 -1.975 1.134 -0.244
N -0.180 3.144 -0.060 -0.276
S 0.574 3.683 1.138 0.444
O 0.140 4.953 1.629 -0.275
O 1.967 3.265 1.181 -0.247
F -0.101 2.613 2.219 -0.222
S 0.702 3.963 -1.204 0.562
O 1.955 3.376 -1.728 -0.288
O 0.766 5.405 -1.161 -0.281
F -0.309 3.732 -2.440 -0.232
```

E, eV: -308113.9454
Maximum force, eV/Å: 12.680
Charge: -3
Frontier orbital gap, eV: 1.665

---

# 2
A single C5H5F2N molecule in a non-equilibrium geometry. Source: the Open Molecules 2025 dataset; level of theory: ωB97M-V with the def2-TZVPD basis set.

Structure (XYZ):
```
13
Properties=species:S:1:pos:R:3:lowdin_charge:R:1
C -0.488 1.422 0.110 -0.132
C -2.067 -0.688 0.289 -0.185
C -2.559 0.567 0.029 -0.266
C 0.215 0.176 -0.342 -0.149
C -0.543 -1.012 0.263 -0.084
N -1.748 1.641 0.203 0.129
F -2.732 -1.753 -0.105 0.079
F -3.899 0.847 -0.167 0.061
H 0.202 2.276 0.041 0.117
H 0.090 0.197 -1.425 0.136
H 1.163 0.169 0.039 0.081
H -0.171 -1.025 1.290 0.123
H -0.383 -1.836 -0.335 0.090
```

Energy relative to the best compared isomer or geometry (same formula, charge and spin), kJ/mol: 211.0
E, eV: -12188.9193
SMILES: FC1=C(F)N=CCC1
Maximum force, eV/Å: 4.068
Frontier orbital gap, eV: 8.807